[1]
C30H60ClO64S15Ti as an isolated structure, computed with ωB97M-V/def2-TZVPD.

* ⟨S²⟩: 3.751
* orbital gap (alpha / beta): 5.0 / 9.8 eV
* HOMO energy (alpha / beta): -5.342 / -10.160 eV
* E_tot: -13275.85767 Eh

Structure (ORCA input):
```
! wB97M-V def2-TZVPD RIJCOSX def2/J DEFGRID3
* xyz 0 4
Ti 0.595 0.706 2.200
Cl -0.064 -0.717 -0.541
O 1.228 -0.127 -0.168
O 0.254 -1.963 -1.183
O -0.666 -0.772 0.673
O -0.775 0.135 -1.392
C -0.561 -4.789 -3.710
C -0.116 -5.359 -5.048
O 0.530 -6.602 -4.781
S 0.085 -7.228 -3.258
O 1.323 -7.742 -2.653
O -1.086 -8.056 -3.306
O -0.158 -5.729 -2.777
H -1.640 -4.630 -3.716
H -0.056 -3.852 -3.474
H 0.540 -4.657 -5.564
H -0.783 -5.484 -5.901
C -0.887 3.233 4.611
C -1.462 4.229 5.640
O -0.887 4.004 6.915
S 0.627 3.420 6.775
O 0.954 2.400 7.768
O 1.527 4.531 6.499
O 0.129 2.607 5.420
H -0.410 3.814 3.821
H -1.614 2.521 4.220
H -2.540 4.116 5.748
H -1.264 5.227 5.250
C 2.617 -3.170 4.776
C 3.127 -4.599 4.576
O 1.960 -5.353 4.421
S 0.750 -4.569 3.559
O -0.539 -5.091 4.011
O 0.974 -4.452 2.126
O 1.198 -3.182 4.406
H 3.137 -2.454 4.140
H 2.562 -2.701 5.759
H 3.817 -4.839 5.384
H 3.613 -4.675 3.603
C 2.946 3.590 -5.529
C 3.956 2.441 -5.650
O 5.011 2.889 -4.841
S 4.277 3.563 -3.471
O 5.005 4.780 -3.010
O 3.868 2.523 -2.484
O 2.921 4.012 -4.178
H 2.026 3.056 -5.767
H 3.076 4.404 -6.242
H 4.138 2.417 -6.725
H 3.441 1.508 -5.417
C -2.067 6.323 -3.724
C -2.524 6.562 -5.161
O -1.918 5.607 -5.976
S -1.301 4.372 -4.991
O -0.096 3.905 -5.555
O -2.257 3.346 -4.579
O -0.953 5.452 -3.856
H -2.705 5.649 -3.152
H -1.892 7.243 -3.166
H -2.161 7.561 -5.405
H -3.590 6.336 -5.146
C -5.396 0.751 -0.647
C -3.973 0.699 -0.112
O -3.289 1.824 -0.843
S -4.205 3.185 -0.788
O -3.990 4.194 -1.779
O -4.106 3.500 0.604
O -5.557 2.217 -1.113
H -6.209 0.756 0.079
H -5.628 0.171 -1.541
H -3.455 -0.226 -0.365
H -3.764 0.966 0.924
C 1.733 -0.023 -3.628
C 2.981 -0.951 -3.353
O 2.944 -1.803 -4.468
S 1.910 -1.382 -5.711
O 0.774 -2.290 -5.846
O 2.724 -1.026 -6.964
O 1.654 0.058 -5.036
H 1.905 1.025 -3.385
H 0.754 -0.272 -3.218
H 2.687 -1.573 -2.507
H 3.968 -0.508 -3.216
C 5.660 1.188 0.277
C 6.775 0.551 0.959
O 6.417 -0.760 0.892
S 4.800 -1.150 0.579
O 4.161 -1.918 1.661
O 4.744 -1.690 -0.781
O 4.486 0.528 0.657
H 5.847 1.036 -0.786
H 5.393 2.233 0.439
H 6.692 0.826 2.011
H 7.767 0.886 0.655
C 4.577 -5.552 -3.296
C 3.213 -4.786 -2.995
O 3.258 -4.565 -1.648
S 4.273 -5.594 -0.818
O 3.462 -6.730 -0.338
O 5.056 -4.763 0.097
O 5.120 -6.098 -2.160
H 5.287 -4.942 -3.855
H 4.258 -6.342 -3.976
H 2.404 -5.454 -3.289
H 3.110 -3.733 -3.257
C 5.332 2.514 5.306
C 4.408 2.280 6.431
O 3.255 1.523 5.995
S 3.304 1.197 4.328
O 2.101 1.816 3.724
O 3.727 -0.178 4.064
O 4.508 2.303 4.192
H 6.231 1.901 5.367
H 5.624 3.562 5.230
H 4.191 3.270 6.833
H 4.932 1.832 7.275
C -3.753 -3.630 1.393
C -2.418 -3.553 0.450
O -2.458 -4.804 -0.235
S -3.596 -5.896 0.314
O -3.121 -6.723 1.504
O -4.108 -6.553 -0.899
O -4.585 -4.630 0.745
H -4.269 -2.672 1.337
H -3.517 -3.903 2.422
H -1.508 -3.237 0.960
H -2.574 -2.734 -0.252
C 0.078 3.951 -1.344
C 1.229 3.104 -0.744
O 0.766 2.694 0.609
S -0.722 3.418 0.890
O -0.544 4.776 1.423
O -1.592 2.437 1.554
O -1.082 3.508 -0.719
H -0.171 3.661 -2.365
H 0.214 5.030 -1.276
H 2.117 3.714 -0.581
H 1.636 2.355 -1.423
C -2.008 -0.308 7.343
C -3.020 0.257 6.341
O -2.255 0.281 5.211
S -1.158 -0.884 4.909
O 0.119 -0.352 4.274
O -1.719 -2.040 4.189
O -0.949 -1.049 6.556
H -2.617 -1.018 7.904
H -1.481 0.512 7.831
H -3.404 1.246 6.595
H -3.897 -0.374 6.196
C -7.490 1.459 4.693
C -7.696 2.515 3.618
O -6.626 2.163 2.680
S -5.242 1.626 3.564
O -4.364 2.765 3.876
O -4.625 0.433 3.018
O -6.140 1.299 4.852
H -7.935 0.519 4.367
H -7.738 1.801 5.697
H -7.524 3.528 3.982
H -8.695 2.397 3.200
C -2.427 0.170 -5.293
C -2.481 -1.303 -4.825
O -2.994 -1.916 -6.085
S -4.104 -0.945 -6.788
O -5.426 -1.274 -6.206
O -3.865 -0.655 -8.215
O -3.587 0.424 -6.006
H -1.675 0.382 -6.052
H -2.265 0.769 -4.397
H -3.241 -1.206 -4.049
H -1.561 -1.711 -4.408
*
```



[2]
A 6-piece molecular cluster, C30H61ClN6O9S overall, computed with ωB97M-V/def2-TZVPD.

* orbital gap: 9.3 eV
* HOMO energy: -8.757 eV
* SMILES string: CCCCO[C@@H]1[C@@H](CCCCl)C(=O)N[C@]1(S)CCOC(C)=O.CNC(C)=O.CNC(C)=O.CNC(C)=O.CNC(C)=O.CNC(C)=O
* E_tot: -3043.81929 Eh

Structure (ORCA input):
```
! wB97M-V def2-TZVPD RIJCOSX def2/J DEFGRID3
* xyz 0 1
C 1.426 0.774 4.165
C 1.847 1.736 3.021
C 0.830 2.856 2.738
C -0.080 2.585 1.549
O -1.182 1.781 1.989
C -1.879 1.182 0.952
C -3.269 0.700 1.334
C -4.302 1.730 1.783
C -4.777 1.517 3.235
C -6.148 0.870 3.263
Cl -6.756 0.707 4.943
C -3.554 -0.087 0.051
O -4.446 0.055 -0.725
N -2.398 -0.957 -0.112
C -1.244 -0.133 0.327
S -0.278 0.128 -1.206
C -0.446 -0.889 1.405
C 0.164 -2.202 0.900
O 0.331 -3.177 1.932
C -0.832 -3.600 2.515
C -1.795 -4.400 1.664
O -1.065 -3.370 3.670
H 0.380 0.943 4.417
H 2.041 0.947 5.044
H 1.566 -0.264 3.859
H 2.815 2.166 3.283
H 2.029 1.173 2.100
H 1.372 3.784 2.539
H 0.210 3.038 3.617
H -0.469 3.537 1.170
H 0.473 2.085 0.753
H -1.993 1.858 0.088
H -3.207 -0.082 2.098
H -5.179 1.615 1.137
H -3.956 2.752 1.637
H -4.827 2.470 3.764
H -4.072 0.905 3.802
H -6.866 1.494 2.734
H -6.167 -0.114 2.803
H -2.483 -1.792 0.450
H 0.971 0.304 -0.736
H -1.117 -1.029 2.256
H 0.359 -0.244 1.752
H -0.384 -2.603 0.040
H 1.168 -1.997 0.533
H -2.613 -3.753 1.341
H -1.339 -4.860 0.789
H -2.235 -5.156 2.308
C -0.105 -3.250 -4.158
N 1.132 -2.714 -3.624
C 2.407 -3.097 -3.890
C 2.607 -4.228 -4.871
O 3.347 -2.537 -3.348
H -0.659 -2.467 -4.678
H -0.730 -3.628 -3.348
H 0.095 -4.059 -4.853
H 1.072 -1.954 -2.963
H 3.673 -4.409 -4.971
H 2.127 -5.140 -4.514
H 2.199 -3.970 -5.849
C 6.287 1.573 -6.186
N 6.834 1.407 -4.850
C 6.329 0.686 -3.813
C 5.032 -0.052 -4.045
O 6.915 0.648 -2.741
H 6.997 1.211 -6.929
H 6.097 2.626 -6.387
H 5.358 1.021 -6.289
H 7.699 1.874 -4.632
H 4.757 -0.580 -3.142
H 4.236 0.650 -4.301
H 5.139 -0.781 -4.849
C -10.886 -1.260 4.357
N -9.574 -1.152 3.751
C -9.154 -1.666 2.568
C -10.157 -2.451 1.755
O -8.007 -1.497 2.181
H -11.313 -0.266 4.506
H -10.812 -1.752 5.328
H -11.557 -1.834 3.727
H -8.864 -0.636 4.252
H -9.669 -2.791 0.846
H -10.511 -3.320 2.311
H -11.010 -1.828 1.485
C 3.509 2.733 -10.954
N 4.438 2.916 -9.856
C 5.797 2.943 -9.896
C 6.457 2.763 -11.243
O 6.446 3.106 -8.876
H 2.852 3.600 -11.039
H 2.893 1.849 -10.783
H 4.042 2.609 -11.890
H 4.061 3.043 -8.930
H 7.532 2.809 -11.106
H 6.197 1.796 -11.676
H 6.155 3.555 -11.930
C 5.328 1.181 9.210
N 4.372 1.295 8.126
C 3.022 1.148 8.173
C 2.403 0.823 9.512
O 2.346 1.274 7.165
H 5.872 2.119 9.332
H 6.048 0.390 8.995
H 4.825 0.948 10.142
H 4.721 1.510 7.205
H 1.330 0.737 9.380
H 2.788 -0.123 9.897
H 2.609 1.613 10.235
*
```



[3]
C14H38N5NaO9 as an isolated structure, computed with ωB97M-V/def2-TZVPD.

* orbital gap: 7.2 eV
* HOMO energy: -7.767 eV
* E_tot: -1669.06442 Eh

Structure (ORCA input):
```
! wB97M-V def2-TZVPD RIJCOSX def2/J DEFGRID3
* xyz 0 1
Na -0.892 -2.183 1.222
N 0.447 -0.490 0.284
O 1.027 -1.547 0.537
O 1.040 0.344 -0.397
O -0.642 -0.361 0.767
C 2.789 5.202 -2.066
O 2.506 4.043 -2.827
C 1.237 3.443 -2.652
C 1.047 2.273 -3.683
N -0.207 1.499 -3.498
C -0.206 0.820 -2.218
C -1.378 -0.107 -2.099
O -1.309 -1.201 -3.050
C -0.448 -2.229 -2.489
H 2.144 6.017 -2.395
H 3.826 5.507 -2.206
H 2.621 5.058 -0.999
H 0.494 4.227 -2.798
H 1.103 3.145 -1.612
H 1.821 1.512 -3.583
H 1.129 2.705 -4.681
H -0.518 0.828 -4.186
H -0.238 1.472 -1.345
H 0.723 0.250 -2.192
H -2.303 0.432 -2.306
H -1.640 -0.470 -1.105
H 0.587 -1.890 -2.447
H -0.460 -3.029 -3.229
H -0.876 -2.630 -1.570
C 1.697 -2.884 3.596
O 0.571 -2.116 3.190
C -0.184 -1.620 4.227
C -1.358 -0.815 3.664
N -2.244 -1.737 2.915
C -3.255 -1.021 2.098
C -3.941 -1.929 1.037
O -2.961 -2.313 0.031
C -3.586 -2.984 -1.047
H 2.127 -3.303 2.687
H 1.387 -3.718 4.226
H 2.430 -2.311 4.164
H 0.411 -0.966 4.864
H -0.655 -2.358 4.877
H -0.970 -0.036 3.008
H -1.853 -0.221 4.432
H -2.712 -2.404 3.512
H -2.772 -0.221 1.537
H -4.011 -0.554 2.730
H -4.796 -1.403 0.613
H -4.406 -2.814 1.471
H -4.272 -3.785 -0.770
H -2.766 -3.526 -1.519
H -4.046 -2.280 -1.739
C 1.288 3.004 0.483
O 1.766 4.154 0.497
N 2.020 2.005 0.196
N 0.033 2.726 0.562
H 3.017 2.151 0.266
H 1.573 1.131 -0.043
H -0.696 3.403 0.735
H -0.212 1.764 0.375
C 3.627 -0.989 0.484
O 2.921 -0.714 -0.681
H 3.574 -0.151 1.179
H 3.155 -1.815 1.016
H 4.672 -1.264 0.343
H 2.006 -0.726 -0.391
*
```